Record 1
A 3-piece molecular cluster, C5H13NO2 overall, computed with the ωB97M-V functional and the def2-TZVPD basis.

- Kohn-Sham gap (Eh) = 0.3117
- relative energy (zero: lowest compared OMol25 entry of this formula, charge and spin) (kJ/mol) = 167.0
- charge = 0

Last column: natural (NBO) charge in e.
Cartesian coordinates (Å):
N 2.650 0.585 -1.008  -0.833
H 3.233 0.704 -0.186  0.373
C 1.295 0.882 -0.734  -0.019
H -0.852 0.685 2.620  0.188
C -0.762 0.944 0.554  -0.202
C 0.676 0.688 0.421  -0.275
O 1.710 -2.193 -1.957  -0.972
H -3.295 1.516 0.912  0.207
H -1.296 1.155 -0.370  0.194
H 1.199 0.337 1.305  0.201
H -1.041 -3.347 -0.669  0.459
H 0.720 1.202 -1.598  0.185
H -3.070 1.934 2.594  0.210
H 2.490 -2.715 -2.142  0.481
C -2.868 1.172 1.849  -0.636
H 1.897 -1.265 -2.141  0.494
O -0.858 -2.405 -0.533  -0.960
H -0.031 -2.276 -1.027  0.493
C -1.396 0.910 1.710  -0.173
H -3.438 0.266 2.098  0.216
H 3.037 1.221 -1.696  0.368

Record 2
A single C21H20ClN5O2 molecule in a non-equilibrium geometry, computed with the ωB97M-V functional and the def2-TZVPD basis.

- Kohn-Sham gap (Eh) = 0.2682
- charge = 0

Last column: natural (NBO) charge in e.
Cartesian coordinates (Å):
N 0.035 1.278 -0.734  -0.516
H -1.681 -2.235 -1.745  0.207
H -3.739 2.638 4.612  0.232
C -1.038 -3.481 -0.101  -0.210
H 1.851 2.862 -4.775  0.232
C 1.255 -1.642 2.373  -0.223
H -0.900 -4.527 -0.075  0.162
C 0.715 0.923 0.409  0.159
C 2.069 1.003 0.121  -0.299
N 0.330 -0.515 2.493  -0.097
C -1.258 0.548 3.441  0.093
H 4.053 2.574 -3.756  0.200
C 1.192 -2.633 -0.537  -0.227
N 0.101 -2.679 0.423  -0.454
H -2.516 0.638 5.279  0.228
H 1.281 -3.721 1.946  0.173
H -0.330 -3.106 2.467  0.219
C -0.657 2.397 -3.577  0.779
O -1.616 1.936 -3.008  -0.607
H 0.965 -3.396 -2.557  0.209
O -0.781 3.191 -4.675  -0.670
H -1.971 -3.253 0.456  0.204
H -0.979 1.223 -0.848  0.448
H 2.909 0.831 0.781  0.233
C 0.701 2.150 -3.035  -0.163
H -1.568 2.828 0.888  0.223
C -1.747 2.302 1.835  -0.216
H 1.847 -1.775 -0.452  0.209
C 3.154 2.286 -3.163  0.006
C 0.046 0.552 1.630  0.094
H -1.278 -3.863 -2.263  0.207
C -2.980 2.223 3.933  -0.238
H 1.776 -3.558 -0.441  0.155
C 0.477 -2.677 -1.885  -0.407
N -0.447 -0.465 3.586  -0.256
Cl -3.607 4.270 2.163  -0.007
H 0.433 -1.686 -2.346  0.212
C 0.540 -2.885 1.828  -0.216
H 1.633 -1.904 3.384  0.233
C -0.999 1.212 2.214  -0.078
H 2.115 -1.356 1.772  0.220
C -2.254 1.070 4.308  -0.187
H -1.751 3.215 -4.843  0.503
N 3.311 1.835 -1.917  -0.381
C 0.919 1.660 -1.724  0.142
C 2.228 1.502 -1.215  0.125
C -2.736 2.834 2.688  -0.046
C 1.890 2.446 -3.762  -0.205
C -0.992 -3.067 -1.594  -0.402

Record 3
C19H44AgGeO6 as an isolated structure in a non-equilibrium geometry, computed with the ωB97M-V functional and the def2-TZVPD basis.

- 2S+1 = 2
- expectation value of S² = 0.756
- Kohn-Sham gap (alpha / beta) (Eh) = 0.3200 / 0.2123
- relative energy (zero: lowest compared OMol25 entry of this formula, charge and spin) (kJ/mol) = 0.0
- charge = 0

Last column: Mulliken spin population.
Cartesian coordinates (Å):
H 1.040 5.161 0.483  0.000
H -0.671 4.098 2.537  0.000
H 2.720 -0.188 2.417  -0.011
H 4.696 -1.663 -1.090  -0.003
H -2.334 -0.333 4.340  -0.001
C -0.392 -1.029 3.657  0.001
H -4.968 -0.638 0.520  0.001
H 5.560 -1.613 0.456  0.004
H 0.326 -0.832 5.696  0.000
C 4.591 -1.754 -0.013  0.060
O -0.042 0.221 -2.358  0.011
C -3.414 0.366 -1.460  0.003
H 0.509 -0.575 -4.191  0.000
O 0.441 -2.457 -1.462  0.017
H -1.846 -1.899 5.009  0.001
C 0.366 -0.275 4.763  0.000
H 0.613 1.700 -3.654  0.000
H 0.480 2.095 -1.910  0.002
H 2.951 3.803 1.505  0.000
H -4.295 0.909 1.068  -0.001
H -0.103 0.697 4.910  0.000
C 1.095 -1.921 -2.596  0.008
H 1.848 1.107 -2.499  0.001
H 1.405 -0.123 4.481  0.000
H 2.122 -3.175 -0.504  0.003
H -2.616 0.324 -2.196  0.000
O -0.364 -0.297 2.469  0.013
H 1.228 3.849 -0.684  0.000
C -1.838 -1.276 4.118  0.003
Ag 0.456 -0.275 0.231  0.459
C 0.150 -0.890 -3.203  -0.008
H 1.300 -2.729 -3.317  0.003
H -0.377 4.239 -0.050  0.000
C 3.605 -0.690 0.516  -0.060
C 0.878 3.177 1.352  0.003
H -3.675 1.409 -1.289  0.000
H 0.960 4.712 2.882  0.001
H 1.343 -4.297 -1.666  0.001
H 0.530 -2.880 4.339  0.000
H 4.438 -0.629 2.508  0.001
C 0.270 -2.394 3.400  -0.008
H 1.169 -2.250 2.804  0.004
C 2.378 2.877 1.478  -0.008
H 2.576 2.307 2.381  0.001
H -4.289 -0.162 -1.839  0.000
H 2.039 -1.463 -2.282  -0.002
H -3.778 -0.601 1.830  0.001
H -2.285 -2.199 0.557  0.000
O -1.766 0.374 0.281  0.035
C 0.678 4.175 0.196  0.001
H 0.562 -3.944 -0.096  0.001
C -4.072 -0.142 0.889  0.002
C 1.167 -3.528 -0.900  -0.005
H -3.547 -2.285 -0.683  0.000
H -0.830 -1.369 -3.310  -0.001
H -1.879 -1.862 -1.130  -0.002
O 0.185 1.988 1.078  0.006
H 3.221 -1.887 2.280  0.000
C 3.487 -0.860 2.036  0.032
H 0.462 3.115 3.473  0.000
H 4.228 -2.751 0.224  0.000
C 0.784 1.335 -2.630  -0.005
Ge -1.410 1.297 1.934  -0.004
C -2.649 -1.756 -0.368  0.000
C -2.941 -0.267 -0.140  -0.009
C 0.377 3.823 2.650  0.002
O 2.406 -0.808 -0.154  0.445
H 4.054 0.306 0.317  0.001
H -2.393 -1.781 3.330  0.000
H 2.693 2.288 0.617  0.001
H -0.414 -3.036 2.850  0.000

Number 1: calculated total energy -403.51301 Ha. Number 2: calculated total energy -1696.70172 Ha. Number 3: calculated total energy -3425.61226 Ha.